1.
This record from the Open Molecules 2025 dataset describes C3H13N5 as an isolated structure in a non-equilibrium geometry. The level of theory is ωB97M-V/def2-TZVPD.

XYZ file:
```
21
Properties=species:S:1:pos:R:3:forces:R:3:mulliken_charge:R:1
C -0.6200 1.6268 1.4872 0.427 0.099 -0.200 -1.080
N 0.0968 0.4521 1.0421 1.166 -0.306 -1.263 -0.006
N 0.6808 -0.3197 2.1005 0.474 0.344 -0.093 -0.702
H 0.9004 0.4514 0.0276 -2.233 -0.075 3.362 0.346
H 1.4281 0.2234 2.5361 -0.040 -0.048 0.169 0.217
H 0.0049 -0.4970 2.8491 -0.033 0.088 -0.469 0.223
H -1.2296 1.9982 0.6581 0.083 0.040 0.024 0.338
H 0.0670 2.4200 1.8085 -0.115 0.257 0.129 0.279
H -1.2948 1.4096 2.3293 0.139 -0.151 -0.153 0.306
C -0.6005 -2.0117 -0.5174 -0.082 0.344 0.636 -1.526
N 1.0224 -0.2186 -1.2253 -1.241 0.498 0.150 -0.241
C -0.3906 -0.6161 -1.0451 0.020 0.241 -2.596 1.187
N 1.2914 0.8836 -2.0745 0.512 -2.298 0.291 -0.561
N -1.2649 0.0837 -1.6891 1.095 -0.588 0.862 -0.817
H 1.7028 -0.9702 -1.1518 -0.201 0.141 -0.574 0.242
H 0.6782 0.8483 -2.8955 0.529 1.113 0.832 0.255
H 1.7601 1.6167 -1.5495 -0.964 0.218 -1.022 0.240
H -2.1935 -0.3244 -1.5951 0.147 0.009 0.143 0.237
H 0.2921 -2.4060 -0.0287 -0.021 -0.059 -0.172 0.394
H -1.3728 -1.9885 0.2547 0.047 0.079 -0.094 0.307
H -0.9582 -2.6615 -1.3212 0.292 0.054 0.036 0.363
```
Positions in Å, forces in eV/Å.

Values from the calculation:
Kohn-Sham gap, eV: 8.52
Highest occupied orbital energy, eV: -7.50
Energy relative to the best compared isomer or geometry (same formula, charge and spin), kJ/mol: 440.55



2.
This record from the Open Molecules 2025 dataset describes a 14-piece molecular cluster, H28O14 overall in a non-equilibrium geometry. The level of theory is ωB97M-V/def2-TZVPD.

XYZ file:
```
42
Properties=species:S:1:pos:R:3:forces:R:3:mulliken_charge:R:1
O 0.8997 0.9873 -3.3795 0.215 -0.546 -1.375 -0.746
H 0.3163 1.6165 -2.9551 -0.545 -0.189 -0.154 0.255
H 0.5203 0.6791 -4.2415 0.203 0.681 1.293 0.321
O -2.3457 0.0580 1.3597 -1.242 -1.166 0.452 -0.584
H -2.5440 -0.7553 1.8579 0.673 0.237 0.101 0.250
H -3.2471 0.2533 1.0755 0.094 0.736 -0.427 0.232
O -1.2740 2.6832 0.0692 0.748 -0.861 0.393 -0.807
H -0.8174 2.0041 0.6305 -0.742 0.540 -0.318 0.234
H -0.4527 3.0150 -0.3033 0.196 0.798 -0.096 0.352
O 3.0704 0.5882 -1.6565 -0.320 0.033 -0.666 -0.662
H 2.2239 0.7303 -2.1296 0.801 0.069 0.622 0.354
H 2.9441 0.8025 -0.7300 -0.199 -0.135 0.219 0.290
O 0.0505 -2.4695 1.3856 -0.546 -0.154 0.932 -0.640
H 0.0371 -2.3310 0.4319 0.676 -0.120 -0.500 0.296
H -0.8715 -2.4635 1.6672 0.155 -0.089 -0.042 0.310
O -1.8167 1.6655 -2.3566 0.441 1.512 -2.190 -0.732
H -1.5689 2.4536 -2.9282 -0.850 -1.478 0.942 0.303
H -1.5915 1.9525 -1.4670 -0.101 0.422 1.229 0.493
O 0.0800 0.1609 0.1902 -0.706 0.619 3.010 0.488
H -0.1756 -0.1856 -0.6194 -0.188 -1.089 -3.222 -0.184
H -0.7738 -0.0055 0.6840 1.341 0.364 -0.325 0.204
O 0.8723 2.0243 2.0891 -0.231 0.056 -0.321 -0.721
H -0.0299 2.0686 2.4559 0.516 -0.187 0.203 0.398
H 0.9734 1.1952 1.5841 0.001 0.502 0.533 0.329
O 1.1578 -2.9406 -1.0147 -0.075 0.591 0.982 -0.678
H 0.6887 -3.7327 -1.1987 -0.520 -1.315 -0.096 0.301
H 1.1317 -2.4756 -1.8592 0.475 0.423 -0.608 0.423
O -0.3521 -0.6705 3.6403 0.265 -0.187 -0.525 -0.502
H -0.6779 -1.3637 4.1916 -0.740 -0.505 1.207 0.279
H 0.2466 -1.2237 3.1196 0.321 0.522 -0.649 0.271
O -1.7176 1.8715 3.4378 -0.187 1.222 1.932 -0.638
H -1.7193 1.4779 4.3290 0.295 0.726 -0.195 0.369
H -1.7883 1.0860 2.9502 -0.188 -1.666 -1.638 0.292
O 2.6537 -0.3242 1.5377 2.865 0.041 2.072 -0.590
H 1.9026 -0.8429 1.4819 -3.050 -1.480 -1.231 0.187
H 3.0404 -0.8391 2.3016 0.222 1.315 -1.082 0.329
O -1.2426 -0.9301 -2.1585 0.614 0.318 -0.594 -0.597
H -1.7006 -0.0716 -2.2109 0.025 -0.174 -0.088 0.324
H -1.6086 -1.4427 -1.4564 -0.663 -0.512 0.566 0.248
O 1.6063 -1.7510 -3.2792 0.072 -0.316 -0.674 -0.731
H 2.5581 -1.7090 -3.4158 0.064 -0.004 0.199 0.381
H 1.3418 -0.8457 -3.1105 -0.185 0.445 0.129 0.301
```
Positions in Å, forces in eV/Å.

Values from the calculation:
Kohn-Sham gap, eV: 9.58
Highest occupied orbital energy, eV: -10.16
Energy relative to the best compared isomer or geometry (same formula, charge and spin), kJ/mol: 186.99